{
  "formula": "C6H15O3P",
  "method": "ωB97M-V/def2-TZVPD",
  "lumo_ha": 0.03078,
  "homo_energy_ev": -7.08,
  "fmax_ev_per_a": 4.85,
  "de_lowest_kcal_mol": 40.0,
  "mol_weight_g_mol": 166.16,
  "elements": ["P", "O", "O", "O", "C", "C", "C", "C", "C", "C", "H", "H", "H", "H", "H", "H", "H", "H", "H", "H", "H", "H", "H", "H", "H"],
  "xyz": [[0.361, 0.291, -0.095], [0.651, -0.493, -1.456], [1.323, 1.501, -0.283], [1.141, -0.496, 1.055], [-1.653, 0.582, 1.779], [0.955, -1.860, 1.408], [2.803, 1.456, -0.523], [-2.245, 1.220, -0.510], [-1.375, 0.226, 0.338], [-0.074, -1.527, -2.112], [-2.214, 2.241, -0.122], [3.094, 2.575, -0.447], [0.586, -2.458, -2.349], [-0.441, -1.133, -3.111], [0.987, -1.877, 2.481], [-1.142, -0.021, 2.560], [-1.762, 1.679, 1.906], [-3.378, 1.107, -0.407], [-2.728, 0.328, 1.982], [3.068, 0.886, -1.341], [-2.078, 1.191, -1.621], [3.253, 1.003, 0.373], [-0.909, -1.902, -1.587], [1.820, -2.452, 1.022], [-0.042, -2.068, 1.060]],
  "forces_ev_per_a": [[-2.4, -2.1, 1.0], [0.1, -0.2, -0.4], [1.5, 1.0, -0.6], [0.8, 0.8, -0.1], [-1.8, -0.5, 0.7], [0.6, 0.6, -0.4], [-1.3, 2.7, 3.8], [-1.3, -0.7, -0.6], [1.6, 1.8, -1.3], [1.1, -0.8, -2.3], [0.8, 0.3, -0.3], [-0.3, -2.0, -0.9], [-0.7, 1.8, 0.5], [0.5, -0.4, 1.2], [-0.1, -0.3, 0.6], [0.2, 0.9, -0.5], [1.0, -0.3, 0.5], [1.3, -0.9, 0.0], [0.6, -0.3, -0.4], [0.3, -0.7, -2.1], [0.1, 0.2, 1.0], [-0.2, 0.0, -0.3], [-1.0, 0.0, 1.0], [-1.0, 0.2, 0.0], [-0.2, -1.1, -0.2]],
  "mulliken_charge": [1.05, -0.36, -0.47, -0.42, -1.33, -0.74, -0.67, -1.35, 0.58, -0.76, 0.33, 0.22, 0.24, 0.27, 0.26, 0.28, 0.28, 0.35, 0.38, 0.33, 0.28, 0.28, 0.37, 0.20, 0.41]
}